Formula: C6H10OPS
Source: OMol25
Level of theory: wB97M-V/def2-TZVPD

Calculated values
Net charge: +1
E_HOMO: -13.60 eV
Gap between HOMO and LUMO: 8.142 eV
Max |F|: 0.070 hartree/bohr

```
19
Properties=species:S:1:pos:R:3:forces:R:3:nbo_charge:R:1
C -0.592204 2.447295 1.693854 -1.15 -1.95 -2.46 -0.02
C -0.614074 1.873482 0.603544 2.33 0.11 0.53 -0.19
C -1.781663 -0.654902 -0.176695 -2.12 -0.56 -0.21 -0.45
C -2.912050 0.082024 -0.339005 2.04 -1.69 -1.53 -0.27
C -0.159096 1.087692 -0.590602 -1.32 0.66 1.67 0.45
C 2.022327 -1.608997 0.594557 3.57 -0.55 0.32 -1.02
O 0.789716 0.261493 -0.613672 -0.41 1.32 0.04 -0.61
P 2.201742 0.176457 0.610764 0.07 0.17 -0.91 0.99
S 3.572240 0.566196 -0.966160 -0.84 0.75 1.14 -0.21
H -1.022384 2.674309 2.637386 0.36 0.68 0.46 0.26
H -1.289089 -0.935833 0.768235 -0.32 0.56 -0.53 0.22
H -1.604770 -1.252460 -1.060809 0.81 -0.25 0.14 0.22
H -3.312349 0.666026 0.408790 -1.02 1.21 1.46 0.20
H -3.355227 0.065217 -1.349156 0.03 0.26 0.75 0.22
H -0.738081 1.265416 -1.490203 0.42 -0.07 -0.24 0.23
H 1.296982 -1.863626 1.324743 -1.07 -0.53 0.21 0.26
H 3.009327 -2.063532 1.010790 -1.43 0.85 -0.52 0.28
H 1.976456 -1.984193 -0.422968 -0.66 -0.25 0.09 0.27
H 3.202341 1.880132 -0.735304 0.71 -0.72 -0.40 0.16
```
Forces are in eV/Å.